Record 1
# C3H10N4

2 unconnected molecules or ions with the total composition C3H10N4 (wB97M-V/def2-TZVPD, OMol25).

```
17
C3H10N4 | OMol25 | wB97M-V/def2-TZVPD
C 1.3632 0.2539 0.7966
C -1.6417 0.1171 0.2402
C 0.9252 -0.3349 -1.4516
N -2.2124 0.1186 -0.9115
N 0.6480 0.2190 -0.2267
N 2.6677 0.1507 0.9591
N -2.1432 -0.0059 1.3943
H 0.8559 0.5996 1.6285
H 0.9172 0.5326 -2.2782
H 1.9709 -0.6177 -1.4000
H 0.4397 -1.2435 -1.8525
H -1.8853 0.2006 -1.8535
H -3.2924 0.0211 -0.9813
H 2.9662 0.2651 1.9873
H 3.3244 -0.2180 0.2654
H -3.0672 -0.4187 1.4383
H -1.8361 0.3604 2.2458
```

F_max	4.78	eV/Å
HOMO level (spin up / spin down)	-17.538 / -19.294	eV
energy above the lowest of the compared OMol25 structures with the same formula, charge and spin	37.7	kcal per mole
lowest unoccupied orbital energy (spin up / spin down)	-7.56 / -12.58	eV
multiplicity	3
⟨S²⟩	2.0248
HOMO-LUMO gap (spin up / spin down)	10.0 / 6.7	eV
charge	+2

Atomic partial charges in e from the natural (NBO) method, atoms 1 to 8:
1 C 0.30
2 C 0.65
3 C -0.52
4 N -0.78
5 N -0.16
6 N -0.51
7 N -0.75
8 H 0.21

Record 2
# C3H10N4O

A single C3H10N4O molecule (wB97M-V/def2-TZVPD, OMol25).

```
18
C3H10N4O | OMol25 | wB97M-V/def2-TZVPD
C -2.2347 -0.1637 -0.4966
N 0.8789 -0.8543 -1.6745
N 0.1976 -0.0910 -0.7574
N -0.9785 -0.7249 -0.0680
H 0.3645 -0.8755 -2.5471
H 1.0819 -1.8037 -1.3573
H -2.4221 -0.4992 -1.5148
H -3.0152 -0.5487 0.1584
H -2.2377 0.9345 -0.4723
C 1.3918 1.4544 0.8034
C 0.8050 0.0734 0.5889
O 1.7455 -0.8784 0.9421
N -0.4910 -0.2410 1.2111
H 1.2832 -1.7079 1.1182
H -0.9872 0.5981 1.5133
H 0.6988 2.2137 0.4531
H 2.3166 1.5216 0.2393
H 1.6028 1.5925 1.8602
```

F_max	1.18	eV/Å
SMILES	CN1N[C@@](C)(O)N1N
HOMO level	-8.143	eV
energy above the lowest of the compared OMol25 structures with the same formula, charge and spin	95.1	kcal per mole
lowest unoccupied orbital energy	1.04	eV
HOMO-LUMO gap	9.2	eV
charge	0

Atomic partial charges in e from the natural (NBO) method, atoms 1 to 8:
1 C -0.44
2 N -0.64
3 N -0.19
4 N -0.18
5 H 0.36
6 H 0.34
7 H 0.21
8 H 0.21

Record 3
# C3H10NO

2 unconnected molecules or ions with the total composition C3H10NO (wB97M-V/def2-TZVPD, OMol25).

```
15
C3H10NO | OMol25 | wB97M-V/def2-TZVPD
C 0.9867 -2.2112 -0.3091
O -0.3516 -2.0075 -0.3064
H 1.5444 -1.8012 0.5698
H 1.2703 -3.2852 -0.3842
H 1.4946 -1.7379 -1.1637
C -1.6782 1.0749 -0.0998
N -0.3193 0.6383 -0.3194
C 0.6775 1.3532 0.4579
H -1.8421 1.5883 0.8633
H -1.9798 1.8063 -0.8738
H -2.3635 0.2419 -0.2002
H -0.3458 -0.4236 -0.1201
H 1.0590 0.9092 1.3905
H 0.2884 2.3508 0.6770
H 1.5594 1.5037 -0.1816
```

F_max	1.22	eV/Å
HOMO level	-2.559	eV
energy above the lowest of the compared OMol25 structures with the same formula, charge and spin	27.5	kcal per mole
lowest unoccupied orbital energy	4.36	eV
HOMO-LUMO gap	6.9	eV
charge	-1

Atomic partial charges in e from the natural (NBO) method, atoms 1 to 8:
1 C -0.21
2 O -0.95
3 H 0.08
4 H 0.09
5 H 0.09
6 C -0.40
7 N -0.70
8 C -0.41

Record 4
# C3H10NO

A gas-phase ion, C3H10NO (charge +1) (wB97M-V/def2-TZVPD, OMol25).

```
15
C3H10NO | OMol25 | wB97M-V/def2-TZVPD
O 1.3401 0.5385 0.0867
C 0.3893 1.3492 0.6722
C -0.8922 0.3535 0.6437
N -0.4171 -0.9506 0.1105
C -0.4724 -1.1764 -1.3341
H 2.0756 1.0177 -0.1845
H 0.5924 1.6399 1.7317
H 0.1466 2.1664 -0.0709
H -1.5291 0.9060 -0.0800
H -1.2935 0.2415 1.6224
H -0.9563 -1.6597 0.5450
H 0.6188 -1.1655 0.4074
H -0.4875 -2.2914 -1.5476
H 0.2884 -0.7286 -1.9592
H -1.4046 -0.9388 -1.8218
```

F_max	3.37	eV/Å
SMILES	C[NH2+]CCO
HOMO level	-15.402	eV
energy above the lowest of the compared OMol25 structures with the same formula, charge and spin	32.0	kcal per mole
lowest unoccupied orbital energy	-3.26	eV
HOMO-LUMO gap	12.1	eV
charge	+1

Atomic partial charges in e from the natural (NBO) method, atoms 1 to 8:
1 O -0.75
2 C -0.07
3 C -0.26
4 N -0.51
5 C -0.45
6 H 0.50
7 H 0.20
8 H 0.19

Record 5
# C3H10NO

2 unconnected molecules or ions with the total composition C3H10NO (wB97M-V/def2-TZVPD, OMol25).

```
15
C3H10NO | OMol25 | wB97M-V/def2-TZVPD
C 0.1730 0.7866 -0.2216
O -0.2069 -0.6302 -0.3489
C 1.2316 0.9637 0.8223
C 0.8426 1.3313 2.2399
N -1.6752 -2.2936 -2.5135
H 0.4728 1.1013 -1.2458
H -0.7565 1.3778 0.0659
H 0.3215 -1.0527 0.3069
H 2.2613 1.2156 0.5070
H -0.0215 2.0002 2.2564
H 1.6668 1.8088 2.7232
H 0.6336 0.4193 2.8000
H -2.5662 -2.7293 -2.3370
H -1.1961 -2.5547 -3.3315
H -1.1809 -1.7440 -1.7232
```

F_max	3.36	eV/Å
HOMO level	-11.612	eV
energy above the lowest of the compared OMol25 structures with the same formula, charge and spin	107.7	kcal per mole
lowest unoccupied orbital energy	-8.63	eV
HOMO-LUMO gap	3.0	eV
charge	+1

Atomic partial charges in e from the natural (NBO) method, atoms 1 to 8:
1 C -0.23
2 O -0.61
3 C 0.46
4 C -0.76
5 N -1.14
6 H 0.25
7 H 0.25
8 H 0.47

Record 6
# C3H10NO

A gas-phase ion, C3H10NO (charge +1) (wB97M-V/def2-TZVPD, OMol25).

```
15
C3H10NO | OMol25 | wB97M-V/def2-TZVPD
C 1.1863 -0.2646 0.1637
O 1.7493 -0.2181 -1.1541
C -0.2970 -0.3253 -0.0483
C -1.1074 -0.3014 1.2149
N -0.6363 0.8823 -0.9283
H 1.5045 -1.1475 0.7243
H 1.4993 0.6052 0.7310
H 2.6582 -0.5497 -1.1455
H -0.4860 -1.1888 -0.6743
H -0.8699 -1.1889 1.7983
H -2.1732 -0.4062 1.0072
H -0.9513 0.5743 1.8401
H 0.1411 1.5561 -0.9769
H -0.7347 0.5886 -1.9016
H -1.4829 1.3840 -0.6505
```

F_max	1.02	eV/Å
SMILES	C[C@@H]([NH3+])CO
HOMO level	-15.290	eV
energy above the lowest of the compared OMol25 structures with the same formula, charge and spin	3.6	kcal per mole
lowest unoccupied orbital energy	-3.47	eV
HOMO-LUMO gap	11.8	eV
charge	+1

Atomic partial charges in e from the natural (NBO) method, atoms 1 to 8:
1 C -0.09
2 O -0.75
3 C -0.05
4 C -0.65
5 N -0.68
6 H 0.22
7 H 0.18
8 H 0.51

Record 7
# C3H10NO

2 unconnected molecules or ions with the total composition C3H10NO (wB97M-V/def2-TZVPD, OMol25).

```
15
C3H10NO | OMol25 | wB97M-V/def2-TZVPD
C 2.4691 0.2816 -0.3142
C -1.3235 0.4343 0.1089
C -2.4046 -0.4708 -0.1028
O -3.6029 0.4672 0.1328
N 2.8921 -0.9829 0.2605
H 1.3484 0.4763 -0.3503
H 2.8917 1.1264 0.2454
H -1.3249 0.8216 1.1190
H -0.9705 0.8900 -0.8111
H -2.6444 -0.9198 -1.0598
H -2.4272 -1.2310 0.6846
H -3.1975 1.3200 -0.1239
H 2.7841 0.3177 -1.3591
H 2.1369 -1.6408 0.4214
H 3.3734 -0.8899 1.1485
```

F_max	3.33	eV/Å
HOMO level	-12.757	eV
energy above the lowest of the compared OMol25 structures with the same formula, charge and spin	132.3	kcal per mole
lowest unoccupied orbital energy	-8.83	eV
HOMO-LUMO gap	3.9	eV
charge	+1

Atomic partial charges in e from the natural (NBO) method, atoms 1 to 8:
1 C -0.39
2 C 0.18
3 C -0.25
4 O -0.52
5 N -0.79
6 H 0.12
7 H 0.22
8 H 0.25

Record 8
# C3H10NO

A gas-phase ion, C3H10NO (charge +1) (wB97M-V/def2-TZVPD, OMol25).

```
15
C3H10NO | OMol25 | wB97M-V/def2-TZVPD
C -0.4614 -0.6997 -0.7262
O 0.0781 -1.8504 -0.0166
C -0.2695 0.4048 0.3284
C -0.7587 1.7596 -0.0965
N 1.3041 0.3706 0.5466
H -1.5189 -0.9062 -0.8566
H -0.0018 -0.4967 -1.6978
H -0.2971 -2.6325 -0.4385
H -0.6800 0.1060 1.2741
H -1.8399 1.7281 -0.2498
H -0.6321 2.4619 0.7296
H -0.4699 2.1266 -1.0865
H 1.5331 0.7389 -0.3850
H 1.5315 -0.6193 0.3831
H 1.5645 1.0058 1.2773
```

F_max	4.37	eV/Å
SMILES	C[C@H]([NH3+])CO
HOMO level	-15.632	eV
energy above the lowest of the compared OMol25 structures with the same formula, charge and spin	16.9	kcal per mole
lowest unoccupied orbital energy	-3.34	eV
HOMO-LUMO gap	12.3	eV
charge	+1

Atomic partial charges in e from the natural (NBO) method, atoms 1 to 8:
1 C -0.11
2 O -0.75
3 C -0.03
4 C -0.68
5 N -0.71
6 H 0.22
7 H 0.19
8 H 0.51

Record 9
# C3H10NO2

2 unconnected molecules or ions with the total composition C3H10NO2 (wB97M-V/def2-TZVPD, OMol25).

```
16
C3H10NO2 | OMol25 | wB97M-V/def2-TZVPD
C -0.5483 0.0665 0.9818
O -1.1940 0.5446 -0.1310
C 0.3751 -1.1409 0.6470
C 1.8906 -1.0046 0.8837
N 0.1887 -1.7665 -0.6763
H 0.0998 0.7559 1.5796
H -1.3221 -0.3834 1.6456
H 0.0546 -1.9189 1.3584
H 2.1195 0.0598 0.5486
H 2.4628 -1.7779 0.3630
H 2.2815 -0.9054 1.8990
H 0.7440 -1.1269 -1.2715
H -0.6799 -1.2910 -1.0053
H -0.8474 1.9204 -0.9521
H -1.0203 3.5312 -1.1773
O -0.7075 2.7122 -1.5618
```

F_max	2.86	eV/Å
HOMO level	-3.366	eV
energy above the lowest of the compared OMol25 structures with the same formula, charge and spin	17.0	kcal per mole
lowest unoccupied orbital energy	4.22	eV
HOMO-LUMO gap	7.6	eV
charge	-1

Atomic partial charges in e from the natural (NBO) method, atoms 1 to 8:
1 C -0.04
2 O -0.96
3 C -0.08
4 C -0.63
5 N -0.86
6 H 0.09
7 H 0.10
8 H 0.14

Record 10
# C3H10NO2

2 unconnected molecules or ions with the total composition C3H10NO2 (wB97M-V/def2-TZVPD, OMol25).

```
16
C3H10NO2 | OMol25 | wB97M-V/def2-TZVPD
N -1.0537 -1.1512 -0.3391
C -1.8921 -0.3656 0.7035
O -2.5768 -1.1440 1.5049
H -1.6140 -1.2839 -1.1732
H -1.0189 -2.0707 0.1010
H -1.1393 0.2968 1.1922
H -2.4993 0.3319 0.0599
C 1.6287 0.7283 -1.0819
O 1.5882 -0.2414 -0.0733
C 2.0988 2.0516 -0.5048
H 2.3106 0.4275 -1.8845
H 0.6384 0.8593 -1.5325
H 0.7171 -0.7194 -0.1561
H 3.0561 1.8965 0.0002
H 2.2407 2.7972 -1.2851
H 1.3838 2.4076 0.2312
```

F_max	0.40	eV/Å
HOMO level	-2.683	eV
energy above the lowest of the compared OMol25 structures with the same formula, charge and spin	16.8	kcal per mole
lowest unoccupied orbital energy	3.89	eV
HOMO-LUMO gap	6.6	eV
charge	-1

Atomic partial charges in e from the natural (NBO) method, atoms 1 to 8:
1 N -0.95
2 C 0.15
3 O -0.93
4 H 0.34
5 H 0.36
6 H 0.06
7 H 0.04
8 C -0.05

Record 11
# C3H10NO2

2 unconnected molecules or ions with the total composition C3H10NO2 (wB97M-V/def2-TZVPD, OMol25).

```
16
C3H10NO2 | OMol25 | wB97M-V/def2-TZVPD
C 0.7159 0.7961 0.6065
N 0.8424 -0.0568 -0.5508
C 0.9059 -1.4878 -0.1831
O -0.2245 -1.9682 0.4088
C -0.0433 2.0727 0.2861
H 1.7447 1.0699 0.9216
H 0.2913 0.3410 1.5016
H -0.0442 -0.0122 -1.0358
H 1.2115 -1.9828 -1.1273
H 1.7724 -1.6779 0.4743
H 0.3746 2.6091 -0.5838
H -1.0388 1.8066 -0.0928
H -0.1662 2.6979 1.1773
H -2.8959 -1.3397 -0.4263
H -1.3097 -1.6351 -0.3670
O -2.1362 -1.2328 -1.0093
```

F_max	1.53	eV/Å
HOMO level	-3.533	eV
energy above the lowest of the compared OMol25 structures with the same formula, charge and spin	6.3	kcal per mole
lowest unoccupied orbital energy	4.23	eV
HOMO-LUMO gap	7.8	eV
charge	-1

Atomic partial charges in e from the natural (NBO) method, atoms 1 to 8:
1 C -0.21
2 N -0.68
3 C 0.12
4 O -0.91
5 C -0.62
6 H 0.15
7 H 0.18
8 H 0.36

Record 12
# C3H10NO2

2 unconnected molecules or ions with the total composition C3H10NO2 (wB97M-V/def2-TZVPD, OMol25).

```
16
C3H10NO2 | OMol25 | wB97M-V/def2-TZVPD
C -0.2107 2.0979 -0.6025
C 0.3846 0.8983 0.1833
C 0.0047 -0.4658 -0.4886
O 0.3040 -1.4244 0.4092
N -0.0928 3.3291 0.1470
H -1.2582 1.9097 -0.8185
H 0.3968 2.1856 -1.5039
H 1.4650 0.9757 0.2235
H -0.0769 0.9246 1.1646
H 0.6774 -0.5603 -1.3513
H -1.0308 -0.3543 -0.8250
H 0.8444 3.5272 0.4789
H -0.6402 3.3167 0.9932
H -0.1263 -4.1595 -0.5243
H -0.2337 -2.9090 0.3499
O -0.3539 -3.8807 0.3699
```

F_max	1.50	eV/Å
HOMO level (spin up / spin down)	-9.678 / -9.743	eV
energy above the lowest of the compared OMol25 structures with the same formula, charge and spin	3.6	kcal per mole
lowest unoccupied orbital energy (spin up / spin down)	0.82 / -2.21	eV
multiplicity	2
⟨S²⟩	0.7545
HOMO-LUMO gap (spin up / spin down)	10.5 / 7.5	eV
charge	0

Atomic partial charges in e from the natural (NBO) method, atoms 1 to 8:
1 C -0.21
2 C -0.39
3 C -0.11
4 O -0.32
5 N -0.82
6 H 0.19
7 H 0.19
8 H 0.21

Record 13
# C3H10NO2

2 unconnected molecules or ions with the total composition C3H10NO2 (wB97M-V/def2-TZVPD, OMol25).

```
16
C3H10NO2 | OMol25 | wB97M-V/def2-TZVPD
C 0.5686 -0.7743 -0.6861
C -0.8023 -1.0102 -1.2901
C -1.9416 -0.3613 -0.5271
O -1.7662 0.8038 0.0934
N 0.6964 0.6966 -0.3135
H 0.7955 -1.3509 0.2306
H 1.3348 -1.0442 -1.3943
H -0.8309 -0.5724 -2.3123
H -1.0155 -2.0629 -1.4221
H -2.7962 -0.9731 -0.2548
H 1.2307 0.7861 0.5547
H 1.0969 1.1934 -1.1124
H -0.3611 1.0360 -0.1362
H 0.7018 1.7960 2.8645
H 1.8405 0.7457 3.1938
O 1.2487 1.0917 2.5118
```

F_max	1.40	eV/Å
HOMO level (spin up / spin down)	-4.496 / -8.028	eV
energy above the lowest of the compared OMol25 structures with the same formula, charge and spin	3.6	kcal per mole
lowest unoccupied orbital energy (spin up / spin down)	0.33 / 0.31	eV
multiplicity	2
⟨S²⟩	0.7537
HOMO-LUMO gap (spin up / spin down)	4.8 / 8.3	eV
charge	0

Atomic partial charges in e from the natural (NBO) method, atoms 1 to 8:
1 C -0.21
2 C -0.51
3 C 0.04
4 O -0.79
5 N -0.76
6 H 0.20
7 H 0.19
8 H 0.18

Record 14
# C3H10NO2

2 unconnected molecules or ions with the total composition C3H10NO2 (wB97M-V/def2-TZVPD, OMol25).

```
16
C3H10NO2 | OMol25 | wB97M-V/def2-TZVPD
C -0.9090 0.8564 -1.1846
C -0.6583 0.7486 0.3941
C 0.7863 0.7762 0.7591
O 1.6895 0.0515 0.3402
N -0.0583 -0.3223 -1.6386
H -0.4044 1.8110 -1.4254
H -1.9782 0.7406 -1.3044
H -1.0014 -0.2440 0.6909
H -1.3077 1.4045 0.9797
H 1.1315 1.3514 1.6491
H 0.9001 -0.1566 -1.2707
H 0.0677 -0.5361 -2.6424
H -0.1985 -1.1810 -1.1309
H 0.7399 -1.4810 2.6242
H 0.8440 -2.3094 1.4522
O 0.3568 -1.5098 1.7075
```

F_max	3.61	eV/Å
HOMO level	-14.426	eV
energy above the lowest of the compared OMol25 structures with the same formula, charge and spin	47.0	kcal per mole
lowest unoccupied orbital energy	-3.60	eV
HOMO-LUMO gap	10.8	eV
charge	+1

Atomic partial charges in e from the natural (NBO) method, atoms 1 to 8:
1 C -0.21
2 C -0.56
3 C 0.44
4 O -0.54
5 N -0.71
6 H 0.25
7 H 0.26
8 H 0.28

Record 15
# C3H10NO2

A gas-phase ion, C3H10NO2 (charge +1) (wB97M-V/def2-TZVPD, OMol25).

```
16
C3H10NO2 | OMol25 | wB97M-V/def2-TZVPD
C 1.1082 0.8332 0.7645
C 0.3410 -1.3994 0.1654
C -1.2639 0.3901 0.4799
N 0.0935 0.0453 0.0343
O -0.7442 0.0316 -2.2671
O 0.3469 0.4765 -1.2466
H 1.1911 0.4846 1.7891
H 2.0696 0.7251 0.2666
H 0.8336 1.8871 0.7551
H -0.3679 -1.9483 -0.4511
H 1.3516 -1.6302 -0.1681
H 0.2231 -1.7029 1.2029
H -1.9946 -0.2408 -0.0256
H -1.3385 0.2430 1.5561
H -1.4769 1.4311 0.2387
H -0.3725 0.3739 -3.0941
```

F_max	3.65	eV/Å
SMILES	C[N+](C)(C)OO
HOMO level	-15.939	eV
energy above the lowest of the compared OMol25 structures with the same formula, charge and spin	126.8	kcal per mole
lowest unoccupied orbital energy	-4.37	eV
HOMO-LUMO gap	11.6	eV
charge	+1

Atomic partial charges in e from the natural (NBO) method, atoms 1 to 8:
1 C -0.42
2 C -0.43
3 C -0.44
4 N 0.07
5 O -0.41
6 O -0.13
7 H 0.25
8 H 0.26